No. 1
A molecular structure, C3H4O4S in a non-equilibrium geometry, computed with ωB97M-V/def2-TZVPD.

XYZ file:
```
12
Properties=species:S:1:pos:R:3
C -0.924 -0.447 -0.396
C -0.435 -0.454 0.968
C -0.396 0.720 -1.198
O -1.716 -1.279 -0.691
O 2.334 0.604 0.182
O 0.983 -1.363 0.617
O 0.209 0.489 1.678
S 1.807 -0.113 1.294
H -1.079 -1.059 1.547
H -0.889 1.552 -0.886
H -0.517 0.631 -2.193
H 0.622 0.720 -0.924
```

Properties
- highest occupied orbital energy (eV) = -10.28
- Kohn-Sham gap (eV) = 9.36
- charge = 0
- largest force on an atom (eV/A) = 4.2
- energy above the lowest of the compared OMol25 structures with the same formula, charge and spin (kJ/mol) = 294.1


No. 2
A molecular structure, C3H4O4Sr in a non-equilibrium geometry, computed with ωB97M-V/def2-TZVPD.

XYZ file:
```
12
Properties=species:S:1:pos:R:3
O -0.629 0.942 -0.963
C -0.753 1.732 0.035
C -0.308 -0.504 -0.281
O -0.934 2.953 0.014
O -1.004 1.079 1.174
C -0.253 -0.236 1.158
H 0.598 -0.931 -0.736
H -1.200 -1.043 -0.630
H 0.747 0.111 1.467
Sr -2.509 3.089 1.982
O 2.763 -3.283 -1.552
H 3.483 -3.908 -1.669
```

Properties
- highest occupied orbital energy (spin up / spin down) (eV) = -1.80 / -1.80
- Kohn-Sham gap (spin up / spin down) (eV) = 3.12 / 3.02
- spin multiplicity = 2
- charge = -1
- ⟨S²⟩ = 0.750
- largest force on an atom (eV/A) = 2.3
- energy above the lowest of the compared OMol25 structures with the same formula, charge and spin (kJ/mol) = 252.6


No. 3
A molecular structure, C3H4O4Sr in a non-equilibrium geometry, computed with ωB97M-V/def2-TZVPD.

XYZ file:
```
12
Properties=species:S:1:pos:R:3
C 1.279 1.788 -0.491
C 0.243 1.023 -0.145
O 0.009 -0.127 -0.886
C -0.759 -1.084 -0.383
O -1.405 -0.924 0.688
O -0.742 -2.203 -0.965
O 1.445 3.019 0.046
Sr -2.023 -3.472 0.800
H 1.995 1.466 -1.251
H -0.535 1.317 0.558
H 2.073 3.531 -0.470
H -1.579 -4.334 2.499
```

Properties
- highest occupied orbital energy (eV) = -8.25
- Kohn-Sham gap (eV) = 7.50
- charge = 0
- largest force on an atom (eV/A) = 2.4
- energy above the lowest of the compared OMol25 structures with the same formula, charge and spin (kJ/mol) = 35.6


No. 4
A molecular structure, C3H4O4Sr in a non-equilibrium geometry, computed with ωB97M-V/def2-TZVPD.

XYZ file:
```
12
Properties=species:S:1:pos:R:3
O 0.440 -1.361 0.234
C 1.223 -0.357 -0.026
C -0.921 -0.984 -0.010
O 2.445 -0.440 0.087
O 0.591 0.747 -0.293
C -0.845 0.493 -0.338
Sr 4.682 0.559 0.100
H -1.347 -1.616 -0.792
H -1.232 0.824 -1.305
H -1.546 -0.897 1.002
O -1.553 1.097 0.810
H -1.937 1.935 0.531
```

Properties
- highest occupied orbital energy (eV) = -18.01
- Kohn-Sham gap (eV) = 8.46
- charge = +2
- largest force on an atom (eV/A) = 3.2


No. 5
A molecular structure, C3H4O4V in a non-equilibrium geometry, computed with ωB97M-V/def2-TZVPD.

XYZ file:
```
12
Properties=species:S:1:pos:R:3
C -1.062 -1.509 1.259
C -1.951 -0.597 0.783
O 0.319 0.330 -1.508
C 1.222 1.172 -1.642
O 2.454 0.838 -2.013
O 1.190 2.371 -1.122
O 0.211 -1.270 1.546
V 3.084 2.343 -1.049
H -1.252 -2.576 1.089
H -1.994 0.389 1.250
H -2.941 -0.950 0.492
H 0.722 -0.540 0.914
```

Properties
- highest occupied orbital energy (spin up / spin down) (eV) = -8.14 / -8.14
- Kohn-Sham gap (spin up / spin down) (eV) = 6.09 / 6.00
- spin multiplicity = 4
- charge = 0
- ⟨S²⟩ = 3.766
- largest force on an atom (eV/A) = 5.0
- energy above the lowest of the compared OMol25 structures with the same formula, charge and spin (kJ/mol) = 65.7


No. 6
A molecular structure, C3H4O4Y in a non-equilibrium geometry, computed with ωB97M-V/def2-TZVPD.

XYZ file:
```
12
Properties=species:S:1:pos:R:3
C 0.119 -0.857 0.188
O 0.122 -1.947 0.740
O 1.323 -0.339 -0.489
C 0.900 0.619 -1.350
O -0.862 -0.460 -0.606
C -0.448 0.747 -1.180
Y 1.085 -4.106 0.988
H -1.181 1.236 -1.813
H 1.627 1.330 -1.737
O -1.202 1.049 1.869
H -1.036 1.548 0.938
H -0.447 1.181 2.451
```

Properties
- highest occupied orbital energy (spin up / spin down) (eV) = -16.96 / -17.03
- Kohn-Sham gap (spin up / spin down) (eV) = 6.76 / 6.78
- spin multiplicity = 2
- charge = +2
- ⟨S²⟩ = 0.750
- largest force on an atom (eV/A) = 6.4
- energy above the lowest of the compared OMol25 structures with the same formula, charge and spin (kJ/mol) = 267.1


No. 7
A molecular structure, C3H4O5Si in a non-equilibrium geometry, computed with ωB97M-V/def2-TZVPD.

XYZ file:
```
13
Properties=species:S:1:pos:R:3
C 2.509 0.397 0.148
C -0.009 -0.505 -0.159
C 1.231 -0.043 -0.634
O 2.910 1.583 -0.045
O -0.460 -0.365 1.096
O 3.195 -0.447 0.736
O 0.910 -1.425 -0.535
O -1.148 -0.464 -0.910
Si -2.056 0.044 0.457
H 1.272 0.405 -1.701
H -2.654 -0.929 1.517
H -3.651 0.308 -0.569
H -2.046 1.441 0.599
```

Properties
- highest occupied orbital energy (eV) = -0.91
- Kohn-Sham gap (eV) = 7.40
- charge = -2
- largest force on an atom (eV/A) = 4.4
- energy above the lowest of the compared OMol25 structures with the same formula, charge and spin (kJ/mol) = 127.1


No. 8
C3H4OS in the gas phase in a non-equilibrium geometry, computed with ωB97M-V/def2-TZVPD.

XYZ file:
```
9
Properties=species:S:1:pos:R:3
C -1.468 -0.629 -0.851
C -0.265 0.127 -0.444
C 0.496 1.001 -0.104
S 2.273 1.509 0.607
O 2.119 0.645 2.029
H -1.681 -1.222 0.048
H -1.157 -1.187 -1.778
H -2.229 -0.035 -1.362
H 1.912 -0.211 1.856
```

Properties
- highest occupied orbital energy (eV) = -8.89
- Kohn-Sham gap (eV) = 9.27
- charge = 0
- structure (SMILES) = CC#CSO
- largest force on an atom (eV/A) = 5.0
- energy above the lowest of the compared OMol25 structures with the same formula, charge and spin (kJ/mol) = 340.7


No. 9
C3H4OS in the gas phase in a non-equilibrium geometry, computed with ωB97M-V/def2-TZVPD.

XYZ file:
```
9
Properties=species:S:1:pos:R:3
C -0.669 1.229 0.482
C 0.003 0.266 -0.075
C 1.196 -0.537 -0.298
O -2.580 -0.982 0.392
S -1.749 0.225 -0.570
H -0.681 2.057 1.152
H 2.016 -0.203 0.338
H 1.498 -0.476 -1.345
H 0.966 -1.580 -0.077
```

Properties
- highest occupied orbital energy (eV) = -8.98
- Kohn-Sham gap (eV) = 9.61
- charge = 0
- largest force on an atom (eV/A) = 6.3
- energy above the lowest of the compared OMol25 structures with the same formula, charge and spin (kJ/mol) = 325.1


No. 10
C3H4OS in the gas phase in a non-equilibrium geometry, computed with ωB97M-V/def2-TZVPD.

XYZ file:
```
9
Properties=species:S:1:pos:R:3
C -0.355 1.668 -1.481
C -0.497 1.003 -0.534
C 0.380 -1.235 0.370
O -0.524 0.772 2.101
S -0.911 -0.012 0.882
H -0.175 2.000 -2.445
H 1.362 -0.682 0.739
H 0.289 -1.402 -0.612
H 0.432 -2.111 0.977
```

Properties
- highest occupied orbital energy (eV) = -9.54
- Kohn-Sham gap (eV) = 10.22
- charge = 0
- largest force on an atom (eV/A) = 6.6
- energy above the lowest of the compared OMol25 structures with the same formula, charge and spin (kJ/mol) = 340.8


No. 11
C3H4OS in the gas phase in a non-equilibrium geometry, computed with ωB97M-V/def2-TZVPD.

XYZ file:
```
9
Properties=species:S:1:pos:R:3
C -1.404 0.501 0.123
C -0.300 1.361 0.039
S 1.182 0.205 -0.036
C 0.338 -1.102 0.054
O -1.162 -0.917 -0.142
H -2.408 0.832 -0.123
H 0.106 2.477 -0.116
H 0.297 -1.661 1.125
H 0.589 -2.157 -0.466
```

Properties
- highest occupied orbital energy (eV) = -7.82
- Kohn-Sham gap (eV) = 8.62
- charge = 0
- structure (SMILES) = C1=CSCO1
- largest force on an atom (eV/A) = 13.3
- energy above the lowest of the compared OMol25 structures with the same formula, charge and spin (kJ/mol) = 345.1


No. 12
A molecular structure, C3H4OS in a non-equilibrium geometry, computed with ωB97M-V/def2-TZVPD.

XYZ file:
```
9
Properties=species:S:1:pos:R:3
C 0.349 -0.395 0.148
C -0.445 -1.359 -0.307
C -0.336 0.845 -0.313
O -2.854 0.169 -0.868
S -1.511 -0.107 -1.362
H 1.185 -0.433 0.852
H -0.053 -2.254 -0.517
H -1.055 1.174 0.403
H 0.340 1.649 -0.557
```

Properties
- highest occupied orbital energy (eV) = -9.18
- Kohn-Sham gap (eV) = 9.91
- charge = 0
- largest force on an atom (eV/A) = 4.3
- energy above the lowest of the compared OMol25 structures with the same formula, charge and spin (kJ/mol) = 270.6


no.,total energy (Eh)
1,-815.76087
2,-448.23785
3,-448.35807
4,-447.80991
5,-1361.55889
6,-455.20555
7,-782.38211
8,-589.99490
9,-590.00082
10,-589.99486
11,-589.99319
12,-590.02157